Formula: C33H61BrIN3O12P2STa
Source: the Open Molecules 2025 dataset
Level of theory: ωB97M-V with the def2-TZVPD basis set

The LUMO energy comes out at 1.81 eV. The value obtained for the total energy is -6370.877732 Ha. Its net charge is -1. The value obtained for the gap between HOMO and LUMO is 7.1 eV.

Element x y z (Å)
C (-0.59, -4.99, 1.44)
C (0.33, -4.37, 0.40)
C (1.62, -4.89, 0.32)
C (2.55, -4.42, -0.59)
C (2.14, -3.44, -1.47)
C (0.86, -2.92, -1.40)
C (-0.10, -3.33, -0.45)
C (-1.47, -2.70, -0.43)
Ta (-1.97, -1.16, 1.20)
N (-2.44, 0.27, 2.72)
I (-3.31, -3.07, 2.85)
C (-3.99, -0.65, 0.19)
C (-4.97, -1.83, -0.01)
C (-6.17, -1.77, 0.95)
C (-7.22, -0.75, 0.48)
O (-8.55, -1.19, 0.92)
C (-9.36, -1.40, -0.15)
O (-9.23, -2.32, -0.89)
C (-1.11, 0.58, 0.04)
C (-0.03, 0.22, -0.99)
C (0.65, 1.46, -1.63)
C (1.72, 2.07, -0.73)
S (3.18, 0.96, -0.69)
C (3.86, 1.01, 0.90)
N (4.04, 0.00, 1.70)
N (4.58, 0.45, 2.85)
C (4.71, 1.74, 2.74)
O (4.28, 2.12, 1.54)
C (0.03, -1.52, 2.33)
C (0.25, -0.51, 3.38)
O (-0.10, -0.65, 4.49)
Br (1.12, 1.23, 2.92)
H (-1.61, -4.93, 1.08)
H (-0.35, -6.05, 1.50)
H (-0.49, -4.56, 2.43)
H (1.91, -5.67, 1.02)
H (3.56, -4.82, -0.63)
H (2.83, -3.04, -2.21)
H (0.60, -2.15, -2.12)
H (-1.65, -2.23, -1.40)
H (-2.19, -3.53, -0.37)
H (-2.31, 1.20, 2.31)
H (-3.44, 0.19, 2.86)
H (-3.68, -0.34, -0.82)
H (-4.46, 0.23, 0.64)
H (-5.42, -1.71, -1.01)
H (-4.51, -2.82, -0.02)
H (-6.67, -2.73, 1.00)
H (-5.86, -1.46, 1.95)
H (-7.18, -0.59, -0.60)
H (-7.08, 0.23, 0.96)
H (-10.14, -0.63, -0.29)
H (-0.64, 1.24, 0.79)
H (-1.89, 1.16, -0.46)
H (-0.46, -0.41, -1.76)
H (0.78, -0.30, -0.47)
H (1.08, 1.13, -2.58)
H (-0.13, 2.19, -1.88)
H (1.32, 2.26, 0.27)
H (2.06, 3.00, -1.19)
H (5.09, 2.42, 3.48)
H (0.89, -1.62, 1.66)
H (-0.09, -2.45, 2.89)
O (0.37, 5.23, 7.69)
P (0.70, 5.84, 6.37)
O (-0.68, 6.55, 5.86)
C (-1.27, 7.56, 6.67)
C (-0.47, 8.84, 6.66)
O (0.75, 4.56, 5.39)
C (0.72, 3.21, 5.88)
C (-0.69, 2.67, 5.91)
O (1.69, 6.65, 5.33)
C (2.83, 7.36, 5.83)
C (3.67, 6.53, 6.79)
H (-1.41, 7.19, 7.69)
H (-2.26, 7.74, 6.25)
H (0.47, 8.72, 7.22)
H (-1.03, 9.65, 7.14)
H (-0.21, 9.14, 5.65)
H (1.20, 3.14, 6.86)
H (1.32, 2.61, 5.19)
H (-1.35, 3.33, 6.48)
H (-0.71, 1.67, 6.36)
H (-1.09, 2.60, 4.90)
H (2.50, 8.29, 6.32)
H (3.43, 7.65, 4.97)
H (3.12, 6.32, 7.71)
H (4.58, 7.06, 7.05)
H (3.93, 5.57, 6.33)
O (3.37, -2.32, -8.04)
P (2.17, -3.04, -7.54)
O (0.98, -2.67, -8.59)
C (1.13, -3.00, -9.96)
C (1.04, -4.50, -10.20)
O (1.72, -2.14, -6.27)
C (2.55, -1.10, -5.74)
C (2.19, 0.24, -6.35)
O (1.40, -4.33, -6.86)
C (2.06, -5.60, -6.79)
C (3.46, -5.50, -6.23)
H (2.08, -2.61, -10.34)
H (0.33, -2.50, -10.50)
H (1.93, -5.01, -9.80)
H (0.99, -4.72, -11.27)
H (0.17, -4.92, -9.71)
H (3.60, -1.33, -5.88)
H (2.37, -1.07, -4.66)
H (2.22, 0.20, -7.44)
H (2.87, 1.02, -6.00)
H (1.17, 0.52, -6.07)
H (2.07, -6.07, -7.78)
H (1.45, -6.23, -6.15)
H (4.12, -4.96, -6.92)
H (3.88, -6.50, -6.08)
H (3.46, -4.97, -5.28)

Löwdin population analysis, charges in e, atoms 1 to 99:
1 C -0.100
2 C -0.245
3 C -0.068
4 C -0.105
5 C -0.106
6 C -0.076
7 C -0.275
8 C -0.289
9 Ta 1.573
10 N -0.233
11 I 0.250
12 C -0.368
13 C -0.355
14 C -0.224
15 C -0.169
16 O -0.062
17 C -0.369
18 O 0.099
19 C -0.336
20 C -0.318
21 C -0.275
22 C -0.445
23 S 0.979
24 C -0.737
25 N 0.021
26 N 0.028
27 C -0.202
28 O 0.000
29 C -0.316
30 C -0.874
31 O 0.001
32 Br 0.791
33 H 0.018
34 H 0.074
35 H 0.041
36 H 0.104
37 H 0.091
38 H 0.091
39 H 0.088
40 H 0.046
41 H 0.031
42 H -0.025
43 H -0.048
44 H 0.025
45 H 0.032
46 H 0.091
47 H 0.046
48 H 0.115
49 H 0.069
50 H 0.118
51 H 0.118
52 H 0.140
53 H -0.015
54 H 0.049
55 H 0.075
56 H 0.064
57 H 0.093
58 H 0.111
59 H 0.032
60 H 0.068
61 H 0.126
62 H 0.055
63 H 0.025
64 O -0.223
65 P 0.533
66 O -0.196
67 C -0.293
68 C -0.083
69 O -0.203
70 C -0.300
71 C -0.075
72 O -0.184
73 C -0.283
74 C -0.084
75 H 0.110
76 H 0.117
77 H 0.060
78 H 0.075
79 H 0.083
80 H 0.104
81 H 0.034
82 H 0.072
83 H 0.080
84 H 0.063
85 H 0.098
86 H 0.118
87 H 0.071
88 H 0.078
89 H 0.086
90 O -0.226
91 P 0.535
92 O -0.197
93 C -0.292
94 C -0.081
95 O -0.199
96 C -0.284
97 C -0.074
98 O -0.177
99 C -0.274